{
  "formula": "C31H53Cl32N2O2S",
  "method": "the ωB97M-V functional and the def2-TZVPD basis",
  "homo_lumo_gap_ev": 7.45,
  "de_lowest_kj_mol": 0.0,
  "charge": 1,
  "spin_multiplicity": 1,
  "elements": ["Cl", "Cl", "Cl", "Cl", "Cl", "Cl", "Cl", "Cl", "Cl", "Cl", "Cl", "Cl", "Cl", "Cl", "Cl", "Cl", "Cl", "Cl", "Cl", "Cl", "Cl", "Cl", "Cl", "Cl", "Cl", "Cl", "Cl", "Cl", "Cl", "Cl", "Cl", "Cl", "S", "O", "O", "N", "N", "C", "C", "C", "C", "C", "C", "C", "C", "C", "C", "C", "C", "C", "C", "C", "C", "C", "C", "C", "C", "C", "C", "C", "C", "C", "C", "C", "C", "C", "C", "C", "H", "H", "H", "H", "H", "H", "H", "H", "H", "H", "H", "H", "H", "H", "H", "H", "H", "H", "H", "H", "H", "H", "H", "H", "H", "H", "H", "H", "H", "H", "H", "H", "H", "H", "H", "H", "H", "H", "H", "H", "H", "H", "H", "H", "H", "H", "H", "H", "H", "H", "H", "H", "H"],
  "positions_angstrom": [[8.764, 3.834, 4.255], [2.197, 2.958, 5.033], [8.994, 1.955, 2.033], [-3.396, -2.154, 4.313], [-0.879, -2.143, 8.864], [1.092, 1.787, -8.714], [-1.924, -5.202, -5.423], [6.024, 2.206, 7.032], [-0.338, 6.804, -5.705], [5.527, -4.522, 2.947], [-2.156, -2.755, -7.434], [-6.404, 1.415, -6.083], [-1.962, -5.993, -9.795], [5.636, -0.153, 9.975], [0.858, 3.622, -6.455], [1.678, 4.201, 9.337], [8.412, 0.274, 9.172], [-2.317, 5.112, -4.342], [-4.905, -1.013, -5.465], [4.063, -2.785, 1.117], [6.251, 0.332, 4.802], [-5.611, -3.519, 3.001], [-0.096, -0.681, -5.091], [4.244, 2.840, 9.647], [1.727, 1.024, 7.167], [0.542, -2.180, -8.391], [-4.209, -2.899, -3.302], [-2.269, -7.239, -3.364], [-3.509, -3.525, -10.149], [-4.615, -4.852, -1.188], [-1.264, -0.192, 11.000], [-2.409, 1.077, -4.765], [-0.321, 4.640, -1.717], [-2.811, -2.009, 0.080], [2.255, 0.248, 0.365], [1.723, -1.299, 2.866], [-1.877, 2.286, -1.469], [9.817, 3.195, 2.985], [-4.576, -0.218, 0.177], [-0.581, -3.438, -7.852], [-3.253, -5.189, -10.698], [-4.401, 0.816, 1.191], [-0.884, 0.810, -5.623], [2.875, 1.611, 5.959], [-1.949, 6.730, -4.979], [0.365, 1.897, -0.785], [4.923, -2.889, 2.660], [-6.139, -0.284, -6.499], [1.035, 0.337, 1.123], [0.449, 1.762, 0.806], [1.912, 3.010, -7.740], [3.360, 4.119, 8.803], [-0.249, 0.620, -1.524], [-1.727, 0.865, -1.046], [-0.735, 2.911, -1.335], [1.339, 0.131, 2.661], [-1.186, -6.587, -4.601], [-4.348, -2.290, 2.826], [-6.858, 1.151, 1.050], [-2.646, -0.272, -1.656], [7.209, -0.910, 9.702], [7.078, 1.570, 5.763], [-7.033, 0.116, 0.053], [-3.295, -0.993, -0.397], [-5.847, -0.594, -0.405], [-5.587, 1.524, 1.646], [-0.145, -0.829, 9.791], [-3.508, -4.257, -2.419], [-0.167, -3.928, -6.977], [3.114, 0.799, 5.276], [-0.975, -7.363, -5.331], [-0.228, 1.648, -5.421], [-0.553, 1.815, 1.297], [0.741, -1.206, 10.294], [3.778, 1.946, 6.463], [-3.290, -5.053, -3.125], [4.238, -2.618, 3.459], [-5.865, -1.388, -1.187], [0.414, 0.323, 3.259], [-7.071, -0.827, -6.371], [-4.813, -1.330, 2.624], [-0.263, -6.265, -4.127], [1.179, -1.685, 3.642], [-1.997, 7.447, -4.164], [-8.006, -0.177, -0.387], [0.319, 4.587, -2.943], [-3.371, 1.033, 1.555], [-4.174, -5.748, -10.559], [2.199, 3.839, -8.382], [10.698, 2.759, 3.446], [7.376, 2.387, 5.106], [2.547, -0.677, 0.297], [-2.698, 2.782, -1.824], [-2.986, -5.175, -11.751], [0.208, -0.371, -1.335], [-2.687, 6.980, -5.735], [-1.957, 0.897, 0.045], [-0.295, 0.987, -2.586], [1.382, 2.211, -1.112], [7.547, -1.363, 10.629], [2.205, 0.789, 2.914], [-5.470, 2.310, 2.419], [10.108, 4.010, 2.328], [7.957, 1.127, 6.227], [-5.813, -0.346, -7.533], [-1.084, 0.743, -6.689], [-2.115, -0.986, -2.330], [-0.712, -4.158, -8.653], [-3.696, -2.555, 2.000], [5.762, -2.200, 2.641], [1.549, -1.853, 2.029], [-3.487, 0.201, -2.236], [3.381, 3.916, 7.735], [2.796, 2.568, -7.289], [-2.591, -3.927, -1.937], [-7.759, 1.718, 1.379], [1.107, 2.565, 1.225], [0.310, -0.489, 0.856], [3.841, 5.072, 9.007], [7.104, -1.672, 8.934], [0.131, -0.029, 9.109]]
}